<w>
Density functional theory data (wB97M-V/def2-TZVPD) for a single C6H11N molecule.

## Properties
Highest occupied orbital energy = -7.2 eV
Total charge = 0
LUMO level = 0.0340 Ha
SMILES string = C/C=C/C(C)=C/N

Last column: Löwdin charge in e.
Cartesian coordinates (Å):
H  1.21  0.75  1.18  0.107
C  0.60  0.68  0.26  -0.124
H  -0.18  3.93  0.05  0.070
C  0.58  3.17  0.29  -0.130
H  -0.08  -0.80  2.37  0.070
H  -1.82  -2.16  -0.69  0.080
H  0.52  3.13  1.39  0.071
H  -0.13  1.90  -1.33  0.096
C  0.25  1.85  -0.31  -0.166
C  -0.15  -1.50  1.53  -0.063
H  -1.33  -2.34  -2.18  0.079
C  -0.15  -0.60  0.27  -0.286
N  -0.98  -2.30  -1.23  0.035
H  1.57  3.61  0.10  0.075
C  -0.05  -1.30  -0.92  -0.165
H  0.74  -1.15  -1.64  0.116
H  0.60  -2.30  1.56  0.080
H  -1.03  -2.14  1.49  0.056


<x>
Density functional theory data (wB97M-V/def2-TZVPD) for a single C6H11N molecule.

## Properties
Highest occupied orbital energy = -7.8 eV
Total charge = 0
LUMO level = 0.0420 Ha
SMILES string = C=CCN/C=C/C

Last column: Löwdin charge in e.
Cartesian coordinates (Å):
H  1.24  -2.38  -0.66  0.100
H  -1.63  -0.13  0.98  0.099
H  -2.40  1.42  2.94  0.065
N  1.03  -0.02  0.36  -0.053
H  0.87  1.46  1.76  0.117
H  -0.51  -0.54  -0.91  0.109
C  1.17  -2.08  -2.74  -0.011
H  2.00  0.23  0.34  0.113
H  1.35  -3.12  -2.96  0.047
C  -1.82  1.79  2.10  -0.124
C  0.56  -0.37  -0.98  -0.231
H  -1.07  2.47  2.52  0.066
C  0.23  0.82  1.14  -0.184
H  0.70  0.47  -1.67  0.121
H  0.81  -1.44  -3.54  0.057
C  -1.09  0.76  1.29  -0.176
C  1.09  -1.68  -1.48  -0.178
H  -2.53  2.35  1.49  0.063


<y>
Density functional theory data (wB97M-V/def2-TZVPD) for 3 unconnected molecules or ions with the total composition C6H11N.

## Properties
Highest occupied orbital energy (spin up / spin down) = -8.2 / -8.2 eV
Total charge = 0
LUMO level (spin up / spin down) = -0.0107 / -0.0107 Ha

Last column: Löwdin charge in e.
Cartesian coordinates (Å):
C  -0.78  0.61  1.60  -0.244
C  -0.39  0.13  0.15  -0.653
H  -2.56  -0.21  0.44  0.102
H  0.26  1.62  -1.29  0.066
C  -0.59  1.06  -0.90  -0.002
C  0.91  -0.68  0.18  -0.195
H  3.05  -0.53  -0.11  0.076
N  -0.78  1.12  2.65  0.174
H  2.12  0.45  -1.24  0.070
H  0.75  -1.50  -0.53  0.121
H  -1.55  1.55  -0.98  0.081
H  1.04  -1.13  1.17  0.122
H  2.31  0.98  0.45  0.086
C  2.16  0.11  -0.20  -0.095
H  -1.65  -1.01  -1.32  0.107
H  -1.48  -1.57  1.10  0.108
H  -1.24  -0.36  -1.69  0.093
C  -1.58  -0.65  0.53  -0.016


<z>
Density functional theory data (wB97M-V/def2-TZVPD) for a single C6H11N molecule.

## Properties
Highest occupied orbital energy = -7.7 eV
Total charge = 0
LUMO level = 0.0376 Ha
SMILES string = C=C/C(=C/C)NC

Last column: Löwdin charge in e.
Cartesian coordinates (Å):
C  0.17  0.08  -0.23  -0.357
H  1.89  -1.08  -0.49  0.112
H  -0.81  -2.06  -1.57  0.070
H  0.50  -1.75  1.52  0.064
C  -0.29  2.58  -0.49  -0.107
C  0.85  -1.05  -0.85  -0.175
H  -1.05  -1.79  2.19  0.075
H  -0.06  -0.55  2.82  0.074
C  -0.26  -1.08  1.90  -0.091
H  -0.47  3.37  -1.20  0.064
H  0.65  1.18  -1.91  0.099
C  0.17  1.23  -0.93  -0.133
H  0.76  -2.90  -1.94  0.054
H  -1.15  2.43  0.19  0.063
C  0.27  -2.07  -1.46  0.034
N  -0.73  -0.16  0.84  -0.014
H  -0.89  0.70  1.33  0.089
H  0.43  2.91  0.28  0.080


According to the calculations, the structures order from most to least stable as <x>, <z>, <w>, <y>.


<w>
Density functional theory data (wB97M-V/def2-TZVPD) for a single C6H11N molecule.

## Properties
Highest occupied orbital energy = -11.3 eV
Total charge = 0
LUMO level = 0.0331 Ha
SMILES string = CCC(C#N)CC

Last column: Löwdin charge in e.
Cartesian coordinates (Å):
H  0.40  1.19  0.00  0.154
C  0.73  -0.58  -1.16  -0.226
N  1.14  -0.27  2.33  0.167
H  -3.17  0.88  1.14  0.072
H  2.70  -1.05  -1.95  0.072
H  -1.70  1.84  1.37  0.081
H  2.67  0.41  -0.95  0.081
C  2.26  -0.60  -1.05  -0.106
C  -2.08  0.82  1.23  -0.106
H  -1.86  0.26  2.15  0.072
C  0.06  0.14  0.01  -0.357
H  0.42  -0.05  -2.07  0.116
C  -1.47  0.15  0.00  -0.225
H  -1.77  0.69  -0.91  0.116
H  0.35  -1.61  -1.21  0.118
H  2.60  -1.17  -0.19  0.072
H  -1.84  -0.88  -0.09  0.118
C  0.60  -0.28  1.31  -0.217


<x>
Density functional theory data (wB97M-V/def2-TZVPD) for a single C6H11N molecule.

## Properties
Highest occupied orbital energy = -11.3 eV
Total charge = 0
LUMO level = 0.0351 Ha
SMILES string = CC(C)[C@@H](C)C#N

Last column: Löwdin charge in e.
Cartesian coordinates (Å):
C  1.07  1.60  0.93  -0.058
H  0.74  -1.08  -1.57  0.056
H  -2.42  -0.35  0.69  0.078
H  -0.06  -0.70  1.38  0.134
C  0.69  -1.40  -0.52  -0.074
C  -0.06  1.00  0.09  -0.335
H  -1.89  -1.98  0.26  0.078
C  -0.27  -0.53  0.32  -0.391
H  -2.00  -0.73  -0.99  0.088
N  0.56  0.99  -2.44  0.164
H  1.24  2.65  0.68  0.084
H  0.35  -2.44  -0.52  0.077
H  -0.99  1.53  0.33  0.140
H  1.71  -1.37  -0.11  0.080
C  0.23  1.15  -1.34  -0.212
H  0.83  1.53  1.99  0.083
H  2.01  1.06  0.75  0.085
C  -1.73  -0.92  0.06  -0.078


According to the calculations, the structures order from most to least stable as <w>, <x>.